{
  "formula": "H62O31",
  "method": "ωB97M-V with the def2-TZVPD basis set",
  "largest_force_ev_per_a": 3.734,
  "e_tot_ev": -64484.583,
  "orbital_gap_ha": 0.39143,
  "multiplicity": 1,
  "species": ["O", "H", "H", "O", "H", "H", "O", "H", "H", "O", "H", "H", "O", "H", "H", "O", "H", "H", "O", "H", "H", "O", "H", "H", "O", "H", "H", "O", "H", "H", "O", "H", "H", "O", "H", "H", "O", "H", "H", "O", "H", "H", "O", "H", "H", "O", "H", "H", "O", "H", "H", "O", "H", "H", "O", "H", "H", "O", "H", "H", "O", "H", "H", "O", "H", "H", "O", "H", "H", "O", "H", "H", "O", "H", "H", "O", "H", "H", "O", "H", "H", "O", "H", "H", "O", "H", "H", "O", "H", "H", "O", "H", "H"],
  "xyz": [[0.956852, 0.538474, 4.438249], [0.013310, 0.571535, 4.428082], [1.372237, 1.280760, 3.933947], [-2.312760, 4.739976, 0.368464], [-3.012301, 5.309945, 0.571380], [-2.452969, 4.041942, 1.001385], [2.115704, -0.069325, -3.276223], [2.099758, -0.769518, -2.627416], [1.326050, -0.131071, -3.800489], [2.736260, 2.485278, 3.327411], [3.058827, 2.894522, 4.157022], [2.051084, 3.076067, 2.947273], [3.875467, -5.485271, 1.061879], [4.531795, -6.159315, 0.899491], [4.164331, -4.667107, 0.651721], [-0.502539, -3.770989, -0.223142], [0.070746, -4.350312, 0.318714], [-0.335403, -2.859047, 0.195246], [0.359694, 3.819992, 2.516514], [0.325478, 3.779800, 1.557276], [-0.498615, 3.441730, 2.829279], [4.368746, -2.529254, -0.215403], [4.196885, -2.320426, 0.725553], [3.451886, -2.652384, -0.477715], [1.046034, -5.510832, 1.222403], [1.998995, -5.701223, 1.259877], [0.603407, -6.273552, 1.592862], [1.665609, -2.090159, -1.269895], [1.065290, -1.543656, -0.728050], [1.172990, -2.594926, -1.948136], [-0.669486, -1.136033, 0.236459], [-1.617843, -1.055134, 0.047929], [-0.561896, -1.055344, 1.232483], [0.354447, 4.101351, -0.230453], [-0.210653, 4.902518, -0.348158], [1.294479, 4.240020, -0.190141], [-3.577720, -1.845172, 1.706465], [-3.468244, -2.369856, 0.858329], [-3.751796, -0.912003, 1.467276], [3.133629, -2.178156, 2.191023], [2.455013, -1.545869, 1.931230], [2.667407, -3.011633, 2.341212], [-0.470080, 1.748501, -0.720077], [-0.266424, 1.063052, -0.053581], [-0.089652, 2.596780, -0.474094], [-2.036156, 1.941470, 2.713977], [-2.904322, 2.177915, 3.083555], [-2.365011, 1.692073, 1.847215], [-3.406114, 1.148733, -4.270494], [-4.131532, 0.570541, -4.014156], [-2.548315, 0.829349, -3.903910], [-4.549628, 3.677936, -1.660761], [-4.210516, 4.481649, -2.129467], [-4.439867, 3.018281, -2.391251], [-3.364449, 4.185821, -4.432062], [-4.066729, 4.255321, -5.074779], [-2.954061, 3.279938, -4.565390], [1.854574, 0.397240, 1.137221], [2.252235, 0.741511, 0.308738], [2.311001, 0.946024, 1.853955], [-2.205684, -2.720301, 3.949590], [-2.819416, -2.558369, 3.204902], [-2.284629, -3.643717, 4.195965], [3.070200, 3.928704, -0.271052], [3.165828, 4.280735, -1.191592], [3.050777, 3.010877, -0.448867], [2.160182, 4.277467, -3.405165], [1.626972, 4.883363, -3.836161], [1.623127, 3.499924, -3.111263], [-1.061862, -3.057402, -2.612640], [-0.840432, -3.585317, -1.785816], [-1.051073, -3.655632, -3.342664], [-3.172742, 1.487174, 0.257458], [-2.352551, 1.647949, -0.282814], [-3.862460, 2.138168, -0.095833], [3.329925, 1.370693, -1.206163], [4.186991, 0.878632, -1.118420], [2.914087, 0.925251, -1.965795], [-1.103217, -0.102745, -2.896348], [-0.947345, -1.024165, -2.767693], [-1.086190, 0.292418, -2.042628], [-3.260566, -5.119120, 2.188377], [-2.495148, -4.784221, 1.754525], [-3.312917, -6.012069, 1.796522], [5.741118, -0.065491, -1.195629], [6.456848, 0.354532, -0.655668], [5.331707, -0.890445, -0.788846], [-3.766271, -1.644895, -1.504104], [-3.333005, -2.174688, -2.181796], [-3.725663, -0.735450, -1.854474], [-0.077374, -1.584963, 2.747069], [0.684112, -1.160008, 3.121477], [-0.758461, -1.845407, 3.409673]],
  "atomic_forces_ev_per_a": [[1.6, 0.0, -0.1], [-0.9, 0.5, -0.4], [-0.7, -0.5, 0.5], [1.4, -0.8, -0.5], [-1.6, 1.6, 0.2], [0.3, -0.8, 0.3], [0.9, 0.7, -0.3], [-0.3, -0.8, 0.4], [-0.7, 0.0, -0.1], [0.0, 0.2, 0.3], [-0.4, -0.3, -0.8], [0.0, 0.1, 0.4], [-0.7, -0.1, 0.4], [0.3, 0.0, -0.1], [0.3, 0.3, -0.3], [0.4, 0.9, 1.6], [0.0, -0.2, -0.4], [-0.7, -1.3, -1.0], [-0.7, -0.4, 1.1], [-0.2, 0.1, -0.5], [1.0, 0.1, -0.4], [0.3, -0.1, 0.6], [0.3, 0.1, 0.1], [-0.4, 0.2, -0.8], [0.1, 0.0, 0.1], [0.1, 0.1, -0.2], [-0.1, -0.2, 0.1], [0.5, 0.1, -0.4], [-0.2, -0.4, -0.4], [-0.2, 0.5, 0.9], [-0.2, 0.7, 0.4], [0.2, -0.2, 0.1], [0.0, -0.2, -0.4], [-2.0, 0.6, -0.1], [0.9, -0.9, 0.3], [1.5, 0.7, -0.2], [0.2, -0.3, -1.4], [-0.4, 1.2, 1.3], [0.1, -0.8, -0.1], [0.1, -0.4, 0.2], [-0.1, 0.4, -0.2], [0.0, 0.2, 0.1], [-1.1, -2.0, -0.1], [0.3, 0.5, -0.2], [0.3, 0.7, 0.2], [-0.7, 0.6, 0.8], [0.5, 0.0, 0.5], [0.2, -0.4, -1.0], [0.6, 0.4, 0.1], [0.4, -0.1, 0.0], [-0.8, -0.4, 0.0], [0.5, -0.1, -1.5], [-0.3, -0.9, 0.7], [-0.2, 0.7, 0.8], [1.1, -1.3, 0.2], [-0.2, -0.1, -0.3], [-1.0, 1.4, 0.2], [0.9, 1.1, 1.1], [0.1, -0.2, 0.2], [-0.8, -1.0, -1.2], [-0.1, 0.3, 0.0], [0.1, -0.1, 0.2], [-0.1, -0.1, -0.1], [-0.2, 2.6, -0.8], [0.0, -0.2, 1.0], [0.2, -2.2, -0.3], [1.5, -2.8, 1.9], [-1.9, 1.6, -1.2], [0.5, 1.2, -0.6], [0.1, 0.3, 0.8], [-0.2, 0.5, -0.3], [0.0, -0.6, -0.8], [-0.8, 1.0, -1.1], [-0.5, 0.1, 0.3], [1.5, -1.1, 0.5], [0.3, -0.8, 0.2], [-0.2, 0.5, -0.1], [-0.2, 0.4, -0.2], [-0.5, 0.7, -1.6], [0.1, -1.5, 0.2], [0.4, 0.9, 1.2], [-0.7, -1.3, 0.1], [1.1, 0.8, -0.5], [-0.3, 0.5, 0.4], [-0.1, -0.2, 0.7], [-1.2, -1.1, -0.4], [1.1, 1.0, -0.2], [0.0, 0.6, -0.1], [0.3, -0.1, 0.0], [0.0, -0.5, 0.3], [-0.8, -0.6, -0.8], [0.3, 0.7, 0.9], [0.5, 0.0, -0.1]],
  "lowdin_charge": [-0.06, 0.02, 0.01, 0.00, 0.02, 0.02, -0.03, 0.00, 0.03, -0.08, 0.08, 0.02, -0.03, 0.05, 0.02, -0.10, 0.01, 0.04, -0.06, -0.01, 0.04, -0.07, 0.02, 0.01, -0.04, 0.02, 0.05, -0.05, 0.03, 0.06, -0.09, 0.04, 0.04, -0.06, 0.10, 0.01, -0.07, 0.07, 0.05, -0.03, 0.01, 0.06, -0.06, 0.03, -0.02, -0.05, 0.06, -0.03, -0.07, 0.04, 0.02, -0.10, 0.05, 0.03, -0.08, 0.03, 0.05, -0.07, 0.02, 0.06, -0.06, 0.01, 0.05, -0.05, 0.06, -0.03, -0.03, -0.01, 0.07, -0.07, 0.02, 0.04, -0.10, 0.03, 0.07, -0.07, 0.04, 0.02, -0.02, -0.01, -0.01, -0.04, 0.00, 0.06, -0.09, 0.08, 0.04, -0.05, 0.02, 0.03, -0.05, 0.01, 0.03]
}